Molecular formula: C25H60F12N4O6P3
Method: DFT, wB97M-V/def2-TZVPD

Structure (XYZ):
```
110
Properties=species:S:1:pos:R:3:mulliken_charge:R:1
N -2.55 1.68 0.14 0.40
H -2.46 0.81 0.65 -0.39
H -2.21 2.43 0.76 0.16
H -3.53 1.85 -0.13 0.47
H -1.99 1.73 -0.72 0.06
N -4.02 4.33 1.33 0.98
O -4.10 4.10 0.10 -0.63
O -3.15 3.69 2.00 -0.60
O -4.74 5.18 1.87 -0.72
N -6.60 1.46 0.77 0.80
O -5.36 1.38 0.53 -0.57
O -7.22 2.50 0.52 -0.64
O -7.18 0.45 1.24 -0.67
C 1.55 -3.00 -2.48 -1.37
C 2.10 -2.75 -1.08 -0.62
C 2.21 -1.28 -0.71 0.62
C 2.78 -1.00 0.67 -1.23
P 3.49 0.66 0.76 1.04
C 4.40 0.91 2.31 -1.16
C 3.86 0.12 3.51 -0.22
C 4.86 0.06 4.64 -0.83
C 5.22 1.43 5.25 -1.17
C 4.61 0.86 -0.65 -1.12
C 5.69 -0.22 -0.76 -0.42
C 6.80 0.17 -1.73 -0.68
C 7.70 1.28 -1.14 -1.15
C 2.13 1.85 0.57 0.06
C 2.40 3.19 1.24 -0.99
C 1.14 4.06 1.16 0.09
C 1.42 5.50 1.55 -1.59
H 1.49 -4.08 -2.63 0.44
H 2.25 -2.62 -3.23 0.42
H 0.58 -2.56 -2.70 0.12
H 3.10 -3.21 -1.09 0.45
H 1.59 -3.35 -0.32 0.31
H 1.17 -0.96 -0.73 -1.11
H 2.69 -0.73 -1.52 0.47
H 3.62 -1.68 0.89 0.71
H 2.05 -1.11 1.47 0.53
H 4.54 1.97 2.51 0.61
H 5.39 0.51 2.08 0.49
H 3.61 -0.90 3.21 0.35
H 2.90 0.54 3.81 0.17
H 5.81 -0.33 4.25 0.29
H 4.56 -0.62 5.44 0.43
H 5.78 2.03 4.54 0.29
H 5.83 1.27 6.14 0.41
H 4.32 1.98 5.54 0.28
H 5.03 1.87 -0.62 0.69
H 4.01 0.82 -1.56 0.68
H 5.23 -1.16 -1.10 0.04
H 6.11 -0.56 0.18 0.39
H 6.44 0.51 -2.70 0.34
H 7.42 -0.72 -1.84 0.38
H 7.42 2.29 -1.42 0.32
H 8.70 1.18 -1.56 0.39
H 7.79 1.16 -0.05 0.26
H 1.34 1.33 1.14 -0.63
H 1.89 1.81 -0.50 0.71
H 3.28 3.70 0.80 0.34
H 2.74 3.04 2.27 0.47
H 0.37 3.59 1.77 0.23
H 0.77 3.97 0.13 0.16
H 1.89 6.05 0.74 0.35
H 1.96 5.56 2.50 0.34
H 0.45 6.01 1.68 0.45
C -5.91 -3.85 -4.78 -1.21
C -6.62 -2.80 -3.94 -0.73
C -5.73 -2.16 -2.89 -0.47
C -5.08 -3.13 -1.91 -0.96
N -4.23 -2.47 -0.89 0.97
C -2.97 -1.87 -1.53 -0.85
C -1.80 -2.32 -0.66 1.91
C -2.39 -2.96 0.59 -0.67
C -3.74 -3.49 0.12 -0.88
C -4.97 -1.40 -0.13 -1.65
H -6.01 -4.86 -4.38 0.27
H -4.83 -3.71 -4.86 0.31
H -6.27 -3.94 -5.81 0.37
H -7.58 -3.18 -3.57 0.42
H -6.95 -2.00 -4.61 0.41
H -6.31 -1.38 -2.38 0.36
H -4.91 -1.67 -3.43 0.35
H -4.50 -3.87 -2.45 0.50
H -5.87 -3.63 -1.34 0.45
H -3.07 -0.79 -1.54 0.17
H -2.92 -2.28 -2.53 0.22
H -1.11 -1.51 -0.45 -1.40
H -1.16 -3.06 -1.14 0.10
H -2.57 -2.30 1.44 0.11
H -1.75 -3.76 0.95 0.56
H -4.48 -3.45 0.91 0.47
H -3.72 -4.51 -0.27 0.35
H -5.25 -0.62 -0.82 0.47
H -4.27 -0.97 0.58 0.76
H -5.81 -1.92 0.33 0.16
P -0.34 1.28 -2.78 1.73
F 1.27 1.05 -2.64 -0.36
F -0.58 0.44 -1.41 -0.57
F -0.27 2.69 -1.99 -0.33
F -1.95 1.52 -2.86 -0.36
F -0.14 2.07 -4.17 -0.36
F -0.40 -0.11 -3.61 -0.40
P -0.88 0.14 3.02 1.72
F -2.32 -0.60 2.88 -0.39
F -1.60 1.53 2.75 -0.23
F -1.08 0.29 4.61 -0.38
F 0.56 0.89 3.15 -0.34
F -0.15 -1.28 3.32 -0.44
F -0.68 -0.08 1.41 -0.65
```

Computed properties:
Molecular weight, g mol⁻¹: 833.68
LUMO energy, hartree: 0.0538
Total charge: -1
E_tot, eV: -105628.701
HOMO level, eV: -4.34
ΔE to the lowest compared entry with this formula, charge and spin, eV: 0.000
Spin multiplicity: 1